Here is 6 unconnected molecules or ions with the total composition C24H66N6O6 in a non-equilibrium geometry from the Open Molecules 2025 dataset. Energies are from ωB97M-V/def2-TZVPD.

Geometry (Å):
C -2.449 -3.519 1.856
C -1.228 -2.787 2.114
C -0.873 -2.250 3.476
O -1.862 -1.297 3.895
C -1.966 -1.097 5.216
N -0.078 -3.500 1.649
H -2.373 -4.536 2.455
H -2.505 -3.814 0.862
H -3.417 -3.113 1.921
H -1.322 -2.118 1.502
H 0.175 -1.711 3.663
H -1.034 -3.038 4.301
H -2.625 -2.033 5.706
H -2.632 -0.305 5.395
H -0.965 -0.853 5.710
H 0.007 -4.251 2.341
H 0.769 -2.932 1.954
C 0.078 1.865 7.101
C 0.167 3.243 6.469
C -1.137 3.851 5.811
O -1.720 2.742 5.161
C -3.071 2.977 4.555
N 0.890 4.222 7.208
H 1.041 1.641 7.486
H -0.283 1.063 6.370
H -0.700 1.992 7.709
H 0.583 3.082 5.376
H -1.214 4.736 5.128
H -1.850 4.078 6.489
H -3.557 3.205 5.305
H -3.516 2.169 4.000
H -3.054 3.665 3.971
H 1.125 5.118 6.775
H 0.381 4.452 8.021
C -1.534 -1.931 -1.657
C -0.969 -0.508 -1.809
C -0.570 0.200 -0.514
O -1.750 0.512 0.175
C -1.309 1.094 1.388
N 0.130 -0.620 -2.745
H -1.688 -2.397 -2.506
H -2.439 -1.746 -0.901
H -0.861 -2.554 -1.167
H -1.733 -0.020 -2.345
H 0.049 1.065 -0.656
H 0.183 -0.510 0.036
H -0.482 1.707 1.414
H -0.920 0.295 2.128
H -2.172 1.638 1.847
H -0.119 -1.402 -3.539
H 0.847 -1.189 -2.344
C -2.965 -2.513 -6.034
C -2.014 -1.324 -5.915
C -0.494 -1.723 -6.090
O -0.161 -2.467 -4.988
C 1.095 -3.066 -4.969
N -2.345 -0.292 -6.875
H -2.680 -3.143 -6.849
H -3.951 -2.183 -6.060
H -2.983 -3.204 -5.074
H -2.050 -1.013 -4.836
H 0.220 -0.886 -5.742
H -0.331 -2.218 -7.068
H 1.886 -2.229 -5.129
H 1.294 -3.589 -5.850
H 1.500 -3.702 -4.121
H -3.221 0.123 -7.002
H -1.765 0.588 -6.697
C 3.104 -3.513 0.553
C 2.510 -2.514 -0.429
C 2.862 -1.017 -0.083
O 2.382 -0.696 1.202
C 2.566 0.676 1.649
N 2.865 -2.733 -1.834
H 4.211 -3.608 0.567
H 2.607 -4.499 0.164
H 2.702 -3.205 1.485
H 1.540 -2.483 -0.299
H 2.474 -0.201 -0.801
H 3.950 -0.778 0.155
H 1.999 1.450 0.950
H 3.637 0.924 1.721
H 2.014 0.850 2.646
H 3.834 -2.741 -1.721
H 2.803 -3.758 -2.179
C 3.308 3.062 -3.865
C 2.050 2.384 -3.168
C 0.909 3.404 -2.780
O 1.279 4.233 -1.702
C 0.264 5.169 -1.200
N 1.520 1.410 -4.130
H 4.033 2.430 -4.377
H 3.807 3.560 -2.859
H 3.196 3.937 -4.502
H 2.347 1.781 -2.499
H -0.109 2.872 -2.713
H 0.636 4.079 -3.504
H -0.644 4.533 -1.167
H 0.085 6.049 -1.814
H 0.769 5.635 -0.195
H 2.084 0.801 -4.111
H 0.926 0.775 -3.616

Force components x, y, z for each atom (eV/Å):
C -0.498 -4.606 2.716
C 2.180 -3.822 5.263
C -0.966 0.750 3.530
O 0.216 0.230 -2.850
C -0.520 -2.468 2.823
N 2.584 -0.890 1.003
H -0.699 1.706 -0.948
H 0.720 -0.712 -2.138
H -0.955 1.199 1.262
H -0.566 8.504 -6.223
H -1.796 -1.435 -0.986
H 0.995 0.259 -1.323
H 2.230 1.814 -0.599
H -0.657 1.449 0.119
H -1.225 -0.738 -0.242
H 0.166 -0.571 -0.524
H -1.307 -0.590 -0.938
C 0.536 -0.101 -4.019
C 0.200 1.301 -6.307
C -0.474 -1.725 -0.966
O -1.124 -1.577 -2.535
C 5.954 -8.915 1.288
N 1.285 0.202 0.209
H 0.571 -0.377 0.813
H 0.823 1.358 0.793
H -2.755 -0.310 3.654
H 0.803 0.147 2.211
H 1.600 -0.412 0.309
H -2.173 1.259 3.280
H -5.618 2.065 7.133
H 0.525 -1.035 0.316
H 0.690 8.627 -7.052
H -0.269 -0.756 -0.388
H -0.542 0.252 1.247
C -1.801 4.223 6.622
C 0.637 -1.944 -0.720
C 0.727 -2.565 -0.758
O 1.519 0.603 0.812
C -2.631 -2.309 2.849
N 0.094 -2.133 -2.661
H -1.682 -1.780 -4.460
H 1.330 -1.162 -1.900
H 1.499 -1.026 1.387
H -1.011 1.437 -0.278
H 0.103 0.884 -0.594
H -1.602 0.790 -0.270
H 1.821 1.973 -1.226
H -1.119 0.714 -0.936
H 0.716 -0.580 -0.268
H 0.150 2.727 2.036
H 1.043 -0.169 0.908
C 1.719 -1.567 2.639
C 0.545 -0.101 1.295
C 0.055 2.461 0.473
O -0.993 -4.066 2.779
C 3.038 2.115 -0.086
N 3.495 1.984 -0.098
H -0.209 -0.370 -0.781
H -1.775 0.638 -0.611
H 0.542 1.414 -1.764
H -0.153 0.216 -0.719
H -1.167 0.356 -2.586
H 0.274 0.333 0.439
H -0.887 -0.820 0.763
H -0.223 -1.465 -1.584
H -1.673 1.061 -0.475
H -2.050 -0.453 0.411
H -0.541 -1.866 -0.318
C -0.858 -1.547 -2.054
C 4.708 1.721 -0.352
C 1.810 1.901 0.302
O -1.717 0.691 1.776
C -2.074 0.642 -0.653
N -0.863 -1.976 -0.705
H -0.720 0.231 -0.098
H 1.119 1.364 1.305
H 0.041 -0.319 1.238
H -5.266 -0.504 0.455
H 0.455 -1.587 0.445
H -0.407 -0.808 -1.703
H 1.388 -1.579 0.894
H -0.354 -0.005 -0.019
H 1.129 -0.818 -1.353
H 2.495 0.638 -0.610
H -0.800 1.914 1.190
C 0.659 1.795 4.314
C -2.215 4.925 -7.183
C -0.272 -1.736 0.999
O -0.103 0.640 1.325
C 2.096 -0.871 1.244
N -10.001 9.831 -0.644
H -0.267 -0.486 0.430
H -0.454 -1.151 -2.580
H -0.896 -0.138 -0.109
H 2.433 -3.193 6.312
H 1.308 0.048 0.965
H 0.119 1.294 -2.871
H 0.096 0.859 0.881
H 0.117 -0.127 -0.612
H -1.759 -1.591 -2.127
H 11.389 -10.235 -1.142
H -2.057 0.538 0.488

Properties
E_LUMO, eV: 0.636
SMILES: COC[C@H](C)N.COC[C@H](C)N.COC[C@H](C)N.COC[C@H](C)N.COC[C@H](C)N.COC[C@H](C)N
Energy relative to the best compared isomer or geometry (same formula, charge and spin), kcal/mol: 336.55
Highest occupied orbital energy, eV: -8.3942
Net charge: 0

Mulliken atomic charge list, values in e, 2 entries: -1.94, 1.77

---

Here is a molecular structure, C24H67F12MgN7O19S4 in a non-equilibrium geometry from the Open Molecules 2025 dataset. Energies are from ωB97M-V/def2-TZVPD.

Geometry (Å):
Mg 0.682 -5.550 2.446
C 0.948 -9.651 6.525
F 0.309 -8.501 6.882
F 2.259 -9.491 6.444
F 0.671 -10.528 7.392
S 0.317 -10.290 4.766
O 0.474 -11.693 4.589
O -1.028 -9.789 4.563
N 1.333 -9.322 3.678
S 2.501 -10.272 3.240
O 3.466 -9.486 2.478
O 3.167 -11.040 4.307
C 1.726 -11.546 1.949
F 2.044 -12.821 2.313
F 0.367 -11.455 1.903
F 2.204 -11.319 0.747
C 0.590 -0.607 -0.896
F 0.659 0.630 -1.346
F 0.223 -0.635 0.359
F -0.380 -1.252 -1.674
S 2.318 -1.565 -1.005
O 2.936 -1.159 -2.259
O 3.140 -1.169 0.127
N 1.887 -3.286 -0.850
S 1.895 -3.773 -2.373
O 1.271 -5.084 -2.214
O 1.324 -2.851 -3.313
C 3.727 -4.067 -2.905
F 4.583 -3.915 -1.877
F 3.868 -5.363 -3.245
F 4.064 -3.294 -3.924
O 8.307 -0.492 2.774
H 7.413 -0.389 2.448
H 8.799 -0.829 2.025
O 3.620 -4.204 4.632
H 3.807 -3.269 4.550
H 4.059 -4.467 5.440
O 4.441 -7.648 -9.731
H 4.443 -8.375 -10.354
H 3.597 -7.717 -9.285
O -1.014 -3.220 4.530
H -1.862 -3.146 4.968
H -0.534 -2.438 4.802
O 6.145 -3.092 -9.953
H 5.851 -3.999 -10.038
H 5.679 -2.760 -9.185
O -2.528 -6.372 0.799
H -2.730 -6.296 -0.133
H -3.332 -6.712 1.192
C -5.644 0.682 5.229
C -6.267 -0.673 5.007
C -6.514 -0.902 3.564
O -7.254 0.177 2.957
C -7.452 -0.088 1.565
N -5.496 -1.718 5.678
H -4.841 0.920 4.533
H -5.467 0.938 6.274
H -6.307 1.471 4.874
H -7.262 -0.516 5.424
H -7.070 -1.839 3.591
H -5.561 -1.119 3.081
H -7.352 -1.101 1.176
H -6.688 0.519 1.079
H -8.453 0.319 1.424
H -5.204 -1.422 6.598
H -6.141 -2.455 5.923
C -4.982 -8.134 -4.600
C -5.138 -6.695 -5.037
C -6.207 -6.513 -6.117
O -6.259 -5.174 -6.704
C -5.075 -4.419 -6.911
N -5.507 -5.968 -3.834
H -4.959 -8.802 -5.461
H -5.781 -8.513 -3.962
H -4.077 -8.396 -4.052
H -4.188 -6.459 -5.515
H -7.242 -6.794 -5.925
H -5.968 -7.182 -6.945
H -4.223 -4.994 -7.273
H -4.760 -4.068 -5.928
H -5.377 -3.567 -7.520
H -6.132 -6.402 -3.169
H -5.922 -5.067 -4.027
C -6.175 7.053 -2.856
C -6.884 8.211 -2.080
C -8.426 8.212 -2.272
O -8.935 8.207 -3.675
C -8.659 9.298 -4.478
N -6.631 7.998 -0.718
H -6.523 6.946 -3.884
H -6.523 6.053 -2.596
H -5.089 7.144 -2.814
H -6.553 9.195 -2.412
H -8.828 9.163 -1.920
H -9.018 7.399 -1.851
H -7.628 9.348 -4.830
H -8.918 10.230 -3.977
H -9.115 9.134 -5.454
H -6.858 7.033 -0.521
H -7.278 8.456 -0.092
C 8.275 5.548 -2.398
C 9.684 5.889 -2.043
C 9.772 7.366 -1.721
O 11.086 7.722 -1.170
C 12.187 7.765 -2.068
N 10.071 5.038 -0.931
H 7.604 5.206 -1.610
H 8.385 4.643 -2.997
H 7.883 6.370 -2.997
H 10.408 5.647 -2.821
H 9.051 7.657 -0.957
H 9.553 7.983 -2.592
H 12.049 7.685 -3.146
H 12.748 6.860 -1.833
H 12.745 8.683 -1.883
H 10.981 5.432 -0.737
H 10.314 4.117 -1.265
C 1.274 7.380 5.549
C 2.566 7.095 4.791
C 3.436 8.414 4.486
O 3.403 9.282 5.538
C 3.516 10.719 5.341
N 3.318 6.147 5.688
H 1.550 8.026 6.382
H 0.785 6.498 5.964
H 0.508 7.762 4.874
H 2.290 6.552 3.887
H 2.988 8.957 3.654
H 4.466 8.065 4.419
H 4.426 10.869 4.759
H 3.466 11.312 6.254
H 2.665 10.967 4.706
H 3.353 6.673 6.550
H 4.299 6.112 5.453

Force components x, y, z for each atom (eV/Å):
Mg 0.039 -0.278 -0.210
C -0.082 1.130 -2.383
F 0.807 -0.570 -0.750
F -0.287 0.601 0.227
F -0.632 -2.016 1.848
S -1.426 2.663 -1.770
O 0.649 -0.135 0.840
O 0.987 0.293 0.818
N -1.974 -1.307 2.255
S 4.342 -0.884 -0.466
O -1.414 -0.317 -0.181
O -1.811 0.747 -1.470
C -0.396 -0.912 1.330
F -0.277 1.409 -0.343
F 1.230 0.133 -0.062
F 0.086 0.173 -0.130
C -0.249 -1.821 -2.134
F 0.385 -0.168 0.303
F -0.450 0.117 0.717
F 1.558 0.830 1.478
S 1.698 0.243 0.338
O -1.123 -0.647 0.943
O -1.707 -0.538 0.188
N 1.143 4.239 -0.404
S -2.054 -2.277 0.039
O 1.027 0.374 -0.815
O 0.389 -0.784 -0.055
C 0.067 -0.910 0.481
F -0.472 0.699 -0.308
F -0.417 0.493 -0.410
F -0.078 -0.255 0.429
O 0.062 0.008 0.264
H -0.237 0.068 -0.097
H 0.154 -0.079 -0.179
O -0.532 -0.159 -0.341
H 0.125 0.299 -0.112
H 0.124 -0.224 0.220
O 0.162 0.183 0.018
H 0.052 -0.173 -0.175
H -0.206 0.020 0.158
O 0.468 -0.501 -0.442
H -0.417 -0.081 0.063
H 0.186 0.264 0.045
O 0.150 0.146 -0.150
H -0.059 -0.284 -0.043
H -0.098 0.111 0.198
O 0.536 0.188 0.391
H 0.072 0.086 -0.404
H -0.180 -0.148 0.206
C -0.065 1.369 -0.759
C -0.226 2.290 1.423
C -0.082 -0.596 -0.275
O 0.923 -2.315 0.824
C -0.031 1.592 0.352
N -0.373 -0.576 -0.305
H 0.894 -0.534 0.514
H 0.476 -0.259 -0.052
H -0.668 -0.190 0.206
H -0.358 -0.544 0.424
H -0.449 -0.213 -0.838
H 0.170 0.294 -0.453
H -0.168 -0.261 0.660
H -0.216 0.037 -0.598
H 0.097 -0.183 -0.793
H 0.219 0.584 -0.030
H -0.072 -0.528 -0.300
C -0.058 -1.506 -0.447
C -1.830 -0.838 0.893
C 0.907 0.428 -1.974
O -0.744 -0.806 0.445
C -0.368 -0.469 1.333
N 0.879 1.606 0.397
H -0.055 -0.022 -0.197
H -0.374 0.303 -0.065
H 0.232 0.668 0.016
H 0.146 0.806 0.498
H 0.066 0.378 0.863
H 0.439 -0.248 -0.275
H -0.134 -0.039 -0.668
H 0.294 0.479 0.059
H 0.343 -0.234 -0.158
H 0.116 -0.683 -0.465
H 0.155 0.168 -0.216
C -0.925 0.495 -0.688
C -1.469 -1.421 -2.090
C -0.804 0.989 -2.898
O 0.466 -1.433 1.313
C 0.813 0.077 -0.563
N 0.523 -0.461 2.396
H 0.313 1.023 -0.445
H 0.219 -0.013 1.244
H -0.152 -0.148 0.050
H 0.403 -0.083 -0.015
H 0.114 0.120 0.764
H 0.618 -0.189 0.322
H 0.703 0.116 0.624
H -0.231 0.298 -0.286
H -0.936 0.261 0.309
H 0.377 -0.433 0.013
H -0.031 0.803 -0.050
C -0.083 -0.788 -1.566
C -0.232 -0.170 0.599
C 1.588 0.279 0.882
O -1.486 0.257 -0.877
C 0.206 -0.741 0.492
N 0.914 0.684 0.841
H 0.312 0.754 0.448
H -0.514 0.042 -0.560
H -0.574 -0.318 -0.120
H -0.359 0.426 -0.873
H 0.071 -0.199 0.192
H 0.110 -0.105 -0.289
H -0.974 0.233 -0.096
H 0.765 0.230 0.017
H 0.154 -0.184 0.131
H 0.444 -0.091 1.004
H -0.344 -0.305 -0.226
C -0.049 0.109 -0.267
C 0.669 -0.263 0.928
C -1.340 -1.125 -0.297
O -0.219 1.647 3.501
C -0.367 -1.956 -1.618
N -0.338 0.921 -0.357
H -0.564 0.354 -0.108
H 0.538 -0.356 -0.043
H 0.119 0.750 0.177
H 0.482 0.221 -0.317
H 0.443 -0.405 -0.870
H 0.159 0.018 -1.086
H 0.169 0.548 0.218
H 0.198 -0.652 0.121
H -0.066 0.522 -0.092
H -0.086 -0.165 0.668
H 0.247 -0.176 -0.559

Properties
E_LUMO, eV: -6.991
Highest occupied orbital energy, eV: -9.1546
Net charge: 0

Mulliken atomic charge list, values in e, 2 entries: 1.57, 0.74